18
Properties=species:S:1:pos:R:3 method="wB97M-V/def2-TZVPD" mol_weight_g_mol=127.14 smiles="C=C(NC=O)C1(O)CC1" lumo_energy_ha=0.0278 spin_multiplicity=1 homo_lumo_gap_ev=9.520 homo_ev=-8.763
C 0.614 0.176 0.606
C 1.420 1.140 -0.139
C 2.098 -0.082 0.829
C -0.128 -0.884 0.035
C 0.287 -2.022 0.362
C -1.568 0.347 -1.382
H -0.751 1.500 1.059
H 1.418 2.202 0.224
H 1.818 0.997 -1.084
H 2.375 0.258 1.838
H 2.756 -0.772 0.202
H 0.366 -3.119 -0.332
H 1.204 -1.997 1.056
H -1.672 -1.923 -1.141
H -2.426 0.366 -1.974
N -1.073 -0.911 -1.007
O -0.434 0.779 1.536
O -1.305 1.323 -0.870

=====

85
Properties=species:S:1:pos:R:3 method="wB97M-V/def2-TZVPD" mol_weight_g_mol=760.52 lumo_energy_ha="0.0165 / 0.0166" spin_multiplicity=3 homo_lumo_gap_ev="6.417 / 7.746" s_squared=2.00 homo_ev="-5.967 / -7.294"
Ti -0.823 -0.401 0.239
C -4.375 0.416 0.615
C -3.441 1.372 -0.099
N -2.067 1.499 0.457
C -1.419 2.677 -0.165
C -1.341 2.593 -1.677
C -2.058 1.708 1.935
C -2.157 0.443 2.807
N -1.345 -0.621 2.249
C -1.411 -1.890 2.684
C -0.726 -2.888 1.950
F 0.008 -2.467 0.864
C -0.801 -4.227 2.227
F -0.150 -5.084 1.424
C -1.520 -4.703 3.311
C -2.149 -3.749 4.089
F -2.845 -4.138 5.166
C -2.096 -2.397 3.810
F -2.730 -1.550 4.648
H -5.270 0.295 0.004
H -4.696 0.802 1.581
H -3.933 -0.568 0.749
H -3.892 2.377 -0.115
H -3.328 1.057 -1.136
H -0.412 2.737 0.255
H -1.954 3.586 0.147
H -1.015 1.604 -2.010
H -0.610 3.316 -2.043
H -2.296 2.802 -2.155
H -2.876 2.392 2.197
H -1.119 2.217 2.168
H -3.197 0.132 2.920
H -1.813 0.725 3.810
H -1.580 -5.754 3.542
C 4.638 -2.852 0.719
C 4.734 -1.804 1.622
C 3.810 -0.771 1.592
C 2.774 -0.787 0.665
C 2.684 -1.842 -0.241
C 3.613 -2.868 -0.218
P 1.533 0.535 0.483
C 2.274 1.521 -0.868
C 1.728 1.302 -2.134
C 2.265 1.915 -3.258
C 3.351 2.763 -3.122
C 3.907 2.985 -1.866
C 3.378 2.364 -0.748
C 1.661 1.527 2.012
C 1.421 0.875 3.223
C 1.307 1.591 4.402
C 1.414 2.976 4.391
C 1.637 3.637 3.191
C 1.757 2.918 2.010
H 5.360 -3.657 0.746
H 5.532 -1.786 2.351
H 3.897 0.045 2.299
H 1.878 -1.864 -0.968
H 3.532 -3.684 -0.924
H 0.876 0.638 -2.241
H 1.837 1.727 -4.235
H 3.772 3.250 -3.992
H 4.762 3.640 -1.759
H 3.843 2.525 0.217
H 1.298 -0.202 3.246
H 1.122 1.064 5.329
H 1.320 3.536 5.311
H 1.716 4.716 3.167
H 1.914 3.459 1.086
F 1.308 -2.272 -5.948
C 0.211 -1.730 -5.431
C -0.609 -2.413 -4.626
N -1.760 -1.858 -4.107
C -2.351 -2.431 -2.905
C -1.800 -1.723 -1.659
O -2.394 -1.795 -0.568
O -0.735 -1.048 -1.808
C -2.058 -0.525 -4.314
O -2.950 0.050 -3.728
N -1.226 0.133 -5.201
C -0.043 -0.326 -5.760
O 0.684 0.385 -6.414
H -0.404 -3.437 -4.347
H -2.108 -3.493 -2.859
H -3.433 -2.329 -2.926
H -1.440 1.111 -5.336

=====

43
Properties=species:S:1:pos:R:3 method="wB97M-V/def2-TZVPD" mol_weight_g_mol=445.92 lumo_energy_ha=0.0023 spin_multiplicity=1 homo_lumo_gap_ev=7.482 homo_ev=-7.418
Cu -0.571 -0.576 -0.012
O 0.760 -0.537 1.952
C 0.176 -1.216 3.059
C -0.008 -2.715 2.845
C -1.057 -3.103 1.777
C -0.497 -3.497 0.438
C -0.483 -4.832 0.046
C -0.038 -5.176 -1.219
C 0.398 -4.169 -2.067
C 0.393 -2.870 -1.596
N -0.039 -2.533 -0.376
H 1.587 -0.975 1.729
H -0.787 -0.730 3.222
H 0.792 -1.063 3.952
H -0.319 -3.125 3.808
H 0.960 -3.169 2.607
H -1.730 -2.258 1.624
H -1.651 -3.939 2.148
H -0.835 -5.594 0.729
H -0.043 -6.209 -1.540
H 0.733 -4.381 -3.072
H 0.744 -2.046 -2.205
F -3.454 -1.786 -0.491
C -3.524 -0.694 0.317
C -2.378 0.044 0.558
C -2.570 1.104 1.426
F -1.523 1.903 1.749
C -3.782 1.418 2.019
F -3.896 2.451 2.868
C -4.894 0.648 1.733
F -6.076 0.935 2.286
C -4.764 -0.425 0.870
F -5.830 -1.190 0.591
C 3.442 1.157 -2.010
S 2.534 0.458 -0.600
C 3.509 -1.087 -0.519
O 1.193 0.082 -1.127
H 3.244 0.541 -2.886
H 4.505 1.172 -1.773
H 3.080 2.169 -2.174
H 4.463 -0.864 -0.041
H 3.665 -1.486 -1.520
H 2.948 -1.807 0.075

=====

12
Properties=species:S:1:pos:R:3 method="wB97M-V/def2-TZVPD" mol_weight_g_mol=82.11 smiles=Cc1cnc[nH]1 lumo_energy_ha=0.0328 spin_multiplicity=1 homo_lumo_gap_ev=9.412 homo_ev=-8.520
C -1.549 0.186 0.688
C -0.222 0.169 0.021
C 0.446 1.035 -0.783
N 1.699 0.532 -1.082
C 1.722 -0.647 -0.496
N 0.651 -0.896 0.326
H -1.847 -0.727 1.211
H -1.562 1.063 1.373
H -2.344 0.458 -0.024
H 0.107 1.953 -1.205
H 2.640 -1.349 -0.599
H 0.260 -1.779 0.570